i:
{
  "formula": "C3H8ClO2P",
  "method": "wB97M-V/def2-TZVPD",
  "species": ["C", "C", "C", "O", "O", "P", "Cl", "H", "H", "H", "H", "H", "H", "H", "H"],
  "positions_angstrom": [[-0.05903, 0.15587, 1.59946], [0.25191, -1.83663, -0.78512], [0.26772, 2.02111, -0.84983], [-0.94571, -1.05376, -0.82362], [-0.99617, 1.48852, -0.49153], [-1.18328, 0.08912, 0.27305], [-3.18582, 0.04191, 0.04959], [-0.51895, 1.07442, 2.04928], [-0.01239, -0.85185, 2.15362], [-0.15697, -2.81260, -0.42339], [0.94262, -1.36187, -0.06133], [0.60807, -1.69696, -1.91572], [0.65790, 2.46554, 0.09943], [-0.19424, 2.96800, -1.31790], [0.94053, 1.47027, -1.42592]],
  "mulliken_charge": [-0.929, -0.669, -0.686, -0.330, -0.299, 0.865, -0.254, 0.306, 0.293, 0.255, 0.376, 0.212, 0.332, 0.247, 0.281],
  "lumo_ev": 0.734,
  "orbital_gap_ev": 9.4,
  "spin_multiplicity": 1,
  "homo_ev": -8.62,
  "charge": 0,
  "smiles": "C=P(Cl)(OC)OC"
}

=====

ii:
{
  "formula": "C3H8ClO2P",
  "method": "wB97M-V/def2-TZVPD",
  "species": ["C", "C", "C", "O", "O", "P", "Cl", "H", "H", "H", "H", "H", "H", "H", "H"],
  "positions_angstrom": [[-1.16892, 1.46912, -0.54679], [2.80804, 0.42931, -0.47386], [-0.87360, -1.78797, 1.03452], [1.48314, 0.95281, -0.87916], [-0.18908, -1.01032, 0.02837], [0.17663, 0.63572, 0.03332], [-5.11585, 0.92404, -0.48352], [-2.14418, 1.08448, -0.12232], [-1.13847, 2.46589, -0.90994], [2.98581, -0.53912, -1.11001], [2.66257, 0.16385, 0.52331], [3.56890, 1.17002, -0.83415], [-0.25863, -1.84022, 1.95753], [-0.99871, -2.73231, 0.53305], [-1.79763, -1.38530, 1.24966]],
  "mulliken_charge": [-0.183, -0.527, -0.591, -0.276, -0.223, 0.437, -0.751, 0.137, 0.314, 0.234, 0.330, 0.231, 0.271, 0.230, 0.364],
  "lumo_ev": [-3.793, -3.701],
  "orbital_gap_ev": [3.4, 3.5],
  "spin_multiplicity": 1,
  "homo_ev": [-7.22, -7.16],
  "charge": 0
}

=====

iii:
{
  "formula": "C3H8ClO2P",
  "method": "wB97M-V/def2-TZVPD",
  "species": ["C", "C", "C", "O", "O", "P", "Cl", "H", "H", "H", "H", "H", "H", "H", "H"],
  "positions_angstrom": [[-2.05482, 0.74717, 1.83256], [1.97425, -1.98756, -0.01520], [-0.10525, 1.64186, -1.42650], [1.82584, -0.56538, -0.08522], [-1.13776, 1.24245, -0.53650], [-1.06005, 0.11413, 0.61689], [-1.92719, -1.50495, -0.24252], [-1.91689, 1.82252, 2.00364], [-2.25639, 0.13259, 2.66085], [1.25292, -2.60609, -0.49660], [1.94533, -2.32525, 1.03557], [3.06090, -2.13235, -0.43230], [0.65463, 0.81927, -1.55914], [0.35794, 2.59988, -0.95251], [-0.61347, 2.00170, -2.40302]],
  "mulliken_charge": [-0.697, -0.541, -0.484, -0.305, -0.288, 0.508, -0.239, 0.255, 0.320, 0.284, 0.256, 0.233, 0.290, 0.198, 0.211],
  "lumo_ev": [-1.298, -0.922],
  "orbital_gap_ev": [6.7, 8.3],
  "spin_multiplicity": 1,
  "homo_ev": [-8.03, -9.20],
  "charge": 0
}

=====

Which of them is most stable, and which least? Most stable: i; least stable: ii.

=====

i:
{
  "formula": "C4H10N2S2",
  "method": "wB97M-V/def2-TZVPD",
  "species": ["C", "C", "C", "C", "H", "H", "H", "H", "H", "H", "H", "H", "H", "H", "N", "N", "S", "S"],
  "positions_angstrom": [[-2.00138, 1.93582, 1.06499], [-0.61253, 0.52677, -0.27510], [-0.13024, -0.09846, 1.05022], [1.17872, 0.55902, 1.51620], [-1.26082, 2.41890, 1.73839], [-2.51824, 1.18496, 1.67147], [-2.77074, 2.71637, 0.90300], [-0.82900, 0.51005, -2.19084], [1.35900, -1.57634, -1.99294], [-0.86442, 0.11530, 1.81826], [1.96865, 0.18924, 0.89363], [1.43648, 0.24205, 2.53630], [1.14570, 1.66289, 1.44432], [-1.12749, -2.20215, 0.82482], [-1.49153, 1.45199, -0.20949], [-0.25230, 0.06890, -1.48573], [1.39303, -0.22925, -1.91672], [0.17323, -1.86116, 0.92186]],
  "mulliken_charge": [-0.849, 0.552, 0.022, -1.293, 0.259, 0.336, 0.296, 0.341, 0.152, 0.273, 0.409, 0.364, 0.292, 0.139, -0.696, -0.241, -0.167, -0.188],
  "lumo_ev": 0.648,
  "orbital_gap_ev": 9.5,
  "spin_multiplicity": 1,
  "homo_ev": -8.86,
  "charge": 0,
  "smiles": "C/N=C(/NS)[C@H](C)S"
}

=====

ii:
{
  "formula": "C4H10N2S2",
  "method": "wB97M-V/def2-TZVPD",
  "species": ["C", "C", "C", "C", "H", "H", "H", "H", "H", "H", "H", "H", "H", "H", "N", "N", "S", "S"],
  "positions_angstrom": [[0.48006, -1.66830, -2.12629], [0.55034, -1.10809, -0.72133], [-0.77476, -1.04571, -0.02302], [-0.03567, 1.02155, 1.60295], [1.38237, -1.31517, -2.62166], [0.40572, -2.75395, -2.11341], [-0.41399, -1.29810, -2.62103], [1.21177, -1.74219, -0.15626], [0.98236, -0.11112, -0.69979], [-1.44013, -0.32449, -0.42711], [-1.26710, -2.03908, -0.07296], [1.58430, 0.71376, 2.51933], [-1.82230, 1.77146, 0.92723], [-0.14547, 3.90164, 1.56019], [1.03227, 1.44677, 2.10628], [-0.82998, 1.82876, 0.76820], [-0.63555, -0.64973, 1.76072], [-0.26424, 3.37201, 0.33796]],
  "mulliken_charge": [-1.232, -0.291, -0.667, 0.470, 0.347, 0.321, 0.337, 0.274, 0.312, 0.395, 0.373, 0.290, 0.285, 0.133, -0.647, -0.333, -0.187, -0.178],
  "lumo_ev": 0.702,
  "orbital_gap_ev": 9.8,
  "spin_multiplicity": 1,
  "homo_ev": -9.14,
  "charge": 0,
  "smiles": "[H]/N=C(/NS)SCCC"
}

=====

Which of them is most stable, and which least? Most stable: ii; least stable: i.

=====

i:
{
  "formula": "C7H7N",
  "method": "wB97M-V/def2-TZVPD",
  "species": ["C", "C", "C", "C", "C", "C", "C", "H", "H", "H", "H", "H", "H", "H", "N"],
  "positions_angstrom": [[1.98505, -0.35963, -0.48267], [1.28295, 0.39324, -1.07306], [-1.45256, -0.97929, -0.32342], [-1.64484, 0.30271, -0.24615], [-0.68446, 1.13597, 0.17791], [0.45712, 0.64847, 0.86713], [0.52798, -0.74622, 0.77817], [2.79171, -0.97554, -0.09886], [0.62336, 1.09033, -1.57597], [-2.20770, -1.76977, -0.70946], [-2.61694, 0.68214, -0.80878], [-0.97274, 2.27475, 0.58411], [1.02813, 1.23356, 1.49857], [1.22556, -1.44608, 1.27901], [-0.34262, -1.48463, 0.13348]],
  "mulliken_charge": [-0.371, -0.357, -0.134, -0.118, -0.560, -0.386, -0.182, 0.373, 0.480, 0.308, 0.229, 0.198, 0.452, 0.636, -0.570],
  "lumo_ev": 0.598,
  "orbital_gap_ev": 7.8,
  "spin_multiplicity": 1,
  "homo_ev": -7.22,
  "charge": 0
}

=====

ii:
{
  "formula": "C7H7N",
  "method": "wB97M-V/def2-TZVPD",
  "species": ["C", "C", "C", "C", "C", "C", "C", "H", "H", "H", "H", "H", "H", "H", "N"],
  "positions_angstrom": [[1.01043, 2.02729, -1.46306], [0.50301, 0.81063, -0.57667], [-0.29709, 1.31163, 0.49082], [-0.45638, -0.00379, 1.41692], [-0.77629, -1.16566, 0.48502], [0.00057, -1.45962, -0.68773], [0.64621, -0.49323, -1.07690], [-0.35599, 2.34061, 0.67138], [0.63020, -0.12383, 1.71527], [-1.23513, -0.31012, 2.46089], [-1.07580, -2.17272, 1.00263], [-1.86846, -0.73545, 0.25381], [0.06414, -2.44338, -1.31075], [1.40521, -0.68719, -1.91862], [1.80536, 3.10484, -1.46301]],
  "mulliken_charge": [-0.256, 0.895, -0.699, -0.468, -0.555, -0.084, -0.435, 0.458, 0.263, 0.269, 0.319, 0.198, 0.268, 0.241, -0.412],
  "lumo_ev": -0.270,
  "orbital_gap_ev": 8.7,
  "spin_multiplicity": 1,
  "homo_ev": -8.99,
  "charge": 0
}

=====

iii:
{
  "formula": "C7H7N",
  "method": "wB97M-V/def2-TZVPD",
  "species": ["C", "C", "C", "C", "C", "C", "C", "N", "H", "H", "H", "H", "H", "H", "H"],
  "positions_angstrom": [[-1.64852, -2.11196, -0.28213], [-1.75325, 2.19468, 0.46183], [-0.99549, -1.14812, -0.56296], [-1.15337, 1.29233, -0.03618], [1.13771, 0.12145, -0.28962], [1.32649, -0.49769, 1.05492], [-0.25504, 0.04348, -0.86292], [2.11233, 0.67442, -0.85833], [-2.19470, -2.96965, -0.02084], [-2.29715, 2.96572, 0.92058], [0.49773, -0.22826, 1.71034], [1.34385, -1.58519, 0.96075], [2.26993, -0.16935, 1.48307], [-0.31058, 0.33076, -1.91257], [1.92007, 1.08736, -1.76595]],
  "mulliken_charge": [0.260, 0.130, -1.061, -0.835, 0.624, -1.165, 0.209, -0.718, 0.454, 0.450, 0.334, 0.284, 0.369, 0.422, 0.242],
  "lumo_ev": 0.842,
  "orbital_gap_ev": 10.7,
  "spin_multiplicity": 1,
  "homo_ev": -9.90,
  "charge": 0,
  "smiles": "[H]/N=C(/C)C(C#C)C#C"
}

=====

Which of them is most stable, and which least? Most stable: iii; least stable: i.

=====

i:
{
  "formula": "CH6N2OP",
  "method": "wB97M-V/def2-TZVPD",
  "species": ["C", "N", "N", "O", "P", "H", "H", "H", "H", "H", "H"],
  "positions_angstrom": [[-0.17008, 0.41955, 0.16021], [-1.32108, 1.02317, 0.60885], [0.96521, 1.12463, 0.02293], [1.04722, -2.03605, -0.53203], [-0.44954, -1.60836, 0.12257], [-1.56244, 2.00297, 0.45531], [-2.12030, 0.53565, 0.77513], [1.15826, 2.13023, 0.11282], [1.68031, 0.50720, -0.36194], [1.73509, -2.69002, -0.16060], [-0.96266, -1.40896, -1.20323]],
  "mulliken_charge": [0.501, -0.371, -0.342, -0.535, 0.273, 0.250, 0.204, 0.245, 0.268, 0.378, 0.129],
  "lumo_ev": -3.928,
  "orbital_gap_ev": 11.0,
  "spin_multiplicity": 1,
  "homo_ev": -14.88,
  "charge": 1
}

=====

ii:
{
  "formula": "CH6N2OP",
  "method": "wB97M-V/def2-TZVPD",
  "species": ["C", "N", "N", "O", "P", "H", "H", "H", "H", "H", "H"],
  "positions_angstrom": [[0.31284, 0.21259, 0.22444], [1.28202, 1.04239, 0.09554], [0.56249, -1.09671, 0.17416], [-2.23081, -0.59469, -0.02512], [-1.51749, 0.82528, 0.12070], [2.25144, 0.96866, 0.16106], [0.98724, 1.97973, -0.21884], [1.41365, -1.56507, 0.39959], [-0.17387, -1.63925, 0.36146], [-2.81692, -1.04303, 0.62198], [-1.66868, 1.17278, -1.32824]],
  "mulliken_charge": [0.571, -0.291, -0.321, -0.516, 0.129, 0.201, 0.238, 0.254, 0.204, 0.391, 0.140],
  "lumo_ev": -4.135,
  "orbital_gap_ev": 10.0,
  "spin_multiplicity": 1,
  "homo_ev": -14.17,
  "charge": 1
}

=====

Which of them is most stable, and which least? Most stable: ii; least stable: i.